1.
Below is 2 unconnected molecules or ions with the total composition C8H17NO2, with properties calculated with ωB97M-V with the def2-TZVPD basis set.

XYZ file:
```
28
Properties=species:S:1:pos:R:3:forces:R:3
C 1.3021 -2.4167 -0.1705 0.0 0.0 0.0
C 1.4234 -1.0329 -0.8365 -0.2 0.0 0.1
C 0.1635 -0.4291 -1.4635 -0.3 0.1 -0.7
C -0.9450 -1.4018 -1.9027 0.0 -0.2 0.7
C -1.9400 -1.4424 -0.6989 0.4 0.5 0.0
C -1.3160 -0.5056 0.3434 -0.2 0.0 0.1
N -0.5826 0.4575 -0.5104 0.2 -0.2 0.2
H 0.2730 -2.7348 -0.0136 0.0 0.0 0.0
H 1.7871 -2.4184 0.8043 0.0 0.0 0.0
H 1.7825 -3.1864 -0.7721 0.0 0.0 0.0
H 2.1527 -1.0940 -1.6425 0.1 0.0 0.1
H 1.8097 -0.3044 -0.1201 0.1 0.0 -0.1
H 0.4482 0.1942 -2.3092 0.1 0.1 0.1
H -1.4469 -1.0042 -2.7814 0.0 -0.2 -0.1
H -0.5448 -2.3896 -2.1151 0.0 0.0 -0.2
H -2.1063 -2.4280 -0.2744 -0.1 -0.1 -0.2
H -2.8754 -0.9882 -1.0228 -0.2 -0.3 0.1
H -0.5824 -0.9886 0.9832 0.0 -0.1 0.0
H -2.0439 -0.0153 0.9844 0.0 0.2 -0.1
H -1.2671 1.0137 -1.0212 0.2 0.2 0.0
H 0.0339 1.1643 -0.0193 0.2 0.9 0.3
C 0.8846 2.9457 2.6613 0.0 0.1 0.0
C 0.2924 3.4192 1.3260 0.0 0.0 0.1
O -0.4582 4.3922 1.3248 0.0 0.0 0.0
O 0.6479 2.7355 0.3004 -0.3 -1.0 -0.3
H 0.5400 3.5717 3.4813 0.0 0.0 0.0
H 0.5938 1.9093 2.8534 0.0 0.0 0.0
H 1.9737 2.9769 2.6116 0.0 0.0 0.0
```
Forces are in eV/Å.

Output
HOMO level: -7.686 eV
charge: 0
energy relative to the best compared isomer or geometry (same formula, charge and spin): 17.40 kcal per mole

Atomic partial charges in e from the Löwdin method, atoms 1 to 6: -0.086, -0.165, -0.266, -0.117, -0.136, -0.119



2.
Below is a molecular structure, C21H20AsF10N4OPtSe, with properties calculated with ωB97M-V with the def2-TZVPD basis set.

XYZ file:
```
59
Properties=species:S:1:pos:R:3:forces:R:3
Pt -0.1145 -0.1338 -0.2210 0.2 0.1 -0.3
C -0.6884 -0.8748 3.0522 0.2 0.1 0.0
N 0.2247 -0.0299 2.3029 0.0 -0.1 0.7
C 0.0847 1.3756 2.6266 0.0 -0.1 -0.3
C 0.3089 2.3333 1.4484 0.1 -0.1 0.0
N -0.3964 1.9262 0.2383 -0.3 0.0 0.1
C -0.6779 2.9054 -0.6508 0.2 0.0 -0.1
C -0.1865 4.2463 -0.6340 0.1 0.0 -0.1
F 0.7753 4.6495 0.2338 0.0 -0.1 0.1
C -0.5510 5.2265 -1.5396 0.0 0.0 0.0
F -0.0145 6.4519 -1.4219 0.0 0.0 0.0
C -1.4180 4.9690 -2.5776 0.0 0.0 0.0
F -1.7798 5.9235 -3.4557 0.0 0.0 0.0
C -1.8925 3.6773 -2.6750 0.0 0.0 0.0
F -2.7479 3.3588 -3.6637 0.0 0.0 0.0
C -1.5325 2.7069 -1.7669 -0.1 0.0 0.0
F -2.1112 1.5081 -1.9772 0.0 -0.2 0.1
C 1.5782 -0.5529 2.2707 -0.2 0.1 -0.3
C 2.4693 0.1225 1.2289 -0.1 0.0 -0.1
N 1.8547 0.2396 -0.1009 0.6 0.2 -0.1
C 2.6469 0.5879 -1.1425 0.0 0.1 0.2
C 2.2040 0.5760 -2.4968 0.0 0.0 -0.1
F 0.9320 0.2679 -2.8277 0.1 0.0 0.0
C 3.0077 0.8551 -3.5827 -0.1 0.0 0.0
F 2.4840 0.7700 -4.8157 0.0 0.0 0.0
C 4.3317 1.2117 -3.4379 0.0 0.0 0.0
F 5.1161 1.4639 -4.5027 0.0 0.0 0.0
C 4.8075 1.3000 -2.1499 0.0 0.0 0.0
F 6.0753 1.6906 -1.9412 0.0 0.0 0.0
C 4.0047 1.0245 -1.0591 0.0 0.0 0.0
F 4.6106 1.2873 0.1266 -0.1 -0.1 0.2
H -0.5108 -0.8254 4.1412 0.0 0.0 0.0
H -0.5812 -1.9099 2.7303 0.0 0.0 0.0
H -1.7141 -0.5657 2.8469 0.0 0.0 0.0
H 0.7583 1.6749 3.4489 0.0 0.0 0.0
H -0.9398 1.5204 2.9742 0.0 0.0 0.0
H 1.3769 2.4577 1.2539 0.0 0.0 0.1
H -0.0572 3.2954 1.8057 0.0 0.1 0.0
H 1.5033 -1.6178 2.0396 0.0 0.0 0.0
H 2.0790 -0.4572 3.2516 0.0 0.0 0.0
H 3.3793 -0.4779 1.1687 0.1 0.0 0.0
H 2.7681 1.1005 1.6127 0.1 0.0 0.0
C -3.2027 -3.2568 -0.8736 0.0 0.0 0.0
As -2.8764 -1.4249 -1.3498 0.0 0.1 0.2
C -4.6281 -0.6606 -1.5292 0.0 0.1 0.0
C -2.1543 -1.4325 -3.1278 0.1 0.2 -0.1
O -2.1246 -0.5589 -0.1278 -0.5 -0.1 -0.2
H -4.1505 -3.5667 -1.3143 0.0 0.0 0.0
H -3.2415 -3.3356 0.2112 0.0 0.0 0.0
H -2.3865 -3.8746 -1.2405 0.0 0.0 0.0
H -5.1913 -1.1922 -2.2957 0.0 0.0 0.0
H -4.5190 0.3863 -1.8037 0.0 0.0 0.0
H -5.1418 -0.7315 -0.5717 0.0 0.0 0.0
H -2.5807 -2.2967 -3.6386 0.0 0.0 0.0
H -1.0730 -1.5119 -3.0804 -0.1 0.0 0.0
H -2.4348 -0.5130 -3.6336 0.0 0.1 0.0
Se 0.4029 -2.3996 -0.9604 0.0 -0.2 0.3
C -0.2714 -3.4372 0.4252 0.2 0.2 -0.1
N -0.6816 -4.0989 1.2809 -0.1 0.0 0.0
```
Forces are in eV/Å.

Output
HOMO level: -4.140 eV
charge: -1
energy relative to the best compared isomer or geometry (same formula, charge and spin): 0.00 kcal per mole

Atomic partial charges in e from the Löwdin method, atoms 1 to 6: 0.869, -0.096, -0.294, -0.182, -0.233, -0.103



3.
Below is 7 unconnected molecules or ions with the total composition C14H21N7, with properties calculated with ωB97M-V with the def2-TZVPD basis set.

XYZ file:
```
42
Properties=species:S:1:pos:R:3:forces:R:3
C 0.2268 0.3205 -0.1128 0.0 0.4 0.1
C -1.0504 1.0296 -0.1580 -0.2 1.0 -0.1
N -1.9893 1.7084 -0.2603 0.4 -1.0 0.1
H 0.4086 -0.1034 -1.1004 -0.1 -0.5 0.2
H 0.2748 -0.3446 0.7495 -0.2 -0.4 -0.3
H 1.0490 1.0180 0.0469 -0.2 0.4 0.0
C -0.5521 -3.1950 -2.0381 0.6 -1.0 -0.5
C 0.4506 -4.0625 -2.7010 1.4 -0.6 -1.1
N 1.2717 -4.7120 -3.2142 -1.6 1.2 1.1
H -1.4674 -3.7856 -1.9984 -0.1 0.2 0.3
H -0.7382 -2.2967 -2.6268 0.2 0.0 0.1
H -0.1350 -3.0014 -1.0499 -0.4 0.3 0.1
C -3.1817 5.0618 -1.5758 -0.7 0.4 -1.5
C -4.0438 5.2757 -2.7797 0.4 0.1 1.5
N -4.7711 5.4408 -3.6496 -0.2 0.0 -0.5
H -3.2866 5.8870 -0.8715 -0.2 -0.1 -0.1
H -2.1659 5.0842 -1.9707 0.1 -0.5 0.5
H -3.5107 4.1198 -1.1371 0.6 0.1 0.1
C -4.8589 0.5557 0.1100 -2.1 -0.6 -0.3
C -6.1191 -0.1372 -0.2034 4.6 2.8 1.0
N -7.1566 -0.6220 -0.3828 -2.8 -1.5 -0.6
H -4.5695 0.2814 1.1244 0.1 0.0 0.6
H -4.8663 1.6325 -0.0591 -0.2 -0.2 -0.1
H -4.0592 0.0465 -0.4278 0.7 -0.2 -0.6
C 3.5514 -3.9960 0.3393 -0.8 0.6 0.5
C 2.5493 -3.2236 1.1699 -1.2 1.7 1.5
N 1.7988 -2.5988 1.8412 2.5 -2.2 -2.4
H 4.3429 -4.3947 0.9739 -0.4 -0.3 0.1
H 4.0683 -3.3797 -0.3963 -0.4 0.3 0.1
H 2.9908 -4.7598 -0.1996 0.3 -0.2 0.1
C 4.6420 2.1030 -0.9338 0.0 0.5 0.4
C 5.6167 1.2677 -1.5960 -1.5 0.2 0.8
N 6.3419 0.5272 -2.0518 1.4 -1.1 -0.9
H 3.9270 1.5726 -0.3050 0.2 -0.5 -0.2
H 4.0760 2.6701 -1.6728 0.2 0.3 0.2
H 5.2182 2.7089 -0.2345 -0.3 0.6 -0.2
C 1.2532 -0.7146 5.2960 0.2 0.3 -1.2
C 0.3317 -0.4484 4.1680 -1.4 0.0 -0.2
N -0.4249 -0.2394 3.3132 1.1 -0.2 0.9
H 1.1535 -1.7132 5.7214 -0.2 0.1 -0.2
H 1.1869 0.0580 6.0620 -0.1 -0.1 -0.1
H 2.2167 -0.6407 4.7916 0.4 -0.1 0.5
```
Forces are in eV/Å.

Output
HOMO level (alpha / beta): -13.664 / -13.664 eV
⟨S²⟩: 0.76
spin multiplicity: 2
charge: +1
energy relative to the best compared isomer or geometry (same formula, charge and spin): 26.97 kcal per mole

Atomic partial charges in e from the Löwdin method, atoms 1 to 6: -0.048, -0.206, 0.160, 0.085, 0.044, 0.089



4.
Below is a molecular structure, C7H13Cl9, with properties calculated with ωB97M-V with the def2-TZVPD basis set.

XYZ file:
```
29
Properties=species:S:1:pos:R:3:forces:R:3
Cl 16.8021 13.6331 20.2739 3.8 6.1 -0.7
C 15.9648 15.2084 20.1995 2.3 0.6 0.4
C 16.2699 16.1102 21.3187 0.0 0.0 1.0
Cl 17.7858 16.9887 21.0245 0.3 0.3 0.1
H 14.9033 14.9773 20.1101 2.9 -0.2 2.0
H 16.1885 15.7459 19.2779 0.3 -0.2 0.4
H 16.3866 15.5878 22.2681 0.0 0.1 0.0
H 15.4630 16.8352 21.4253 0.1 0.1 0.0
Cl 13.3374 13.2294 15.4268 0.8 -0.9 -17.2
C 14.9633 13.9073 15.4597 -1.2 0.3 -5.9
C 15.2124 14.8844 14.2639 -0.9 -0.9 0.1
Cl 14.2682 16.3966 14.4906 0.2 -0.2 0.1
H 15.6715 13.0811 15.3960 -0.1 0.0 0.2
H 15.0482 14.4891 16.3775 -2.2 0.3 -5.4
H 14.8746 14.4545 13.3210 0.0 0.1 0.0
H 16.2613 15.1584 14.1507 0.0 -0.1 0.4
Cl 15.0528 11.9286 18.8155 7.0 -15.5 -0.7
C 15.3960 11.8389 20.5709 -1.2 -3.4 1.1
C 15.1402 10.4710 21.1716 0.5 0.3 -0.2
Cl 13.4762 10.0191 21.4853 -0.7 -0.1 -0.2
H 14.8805 12.6276 21.1190 -0.5 -0.1 -0.2
H 16.4506 12.0617 20.7335 -1.1 -2.6 0.2
H 15.6134 10.5222 22.1522 0.1 -0.2 0.0
H 15.6332 9.7304 20.5419 -0.2 -0.2 0.2
C 14.1432 13.7682 18.4853 -3.8 6.6 2.1
Cl 15.5989 14.3648 17.6134 3.5 0.1 9.7
Cl 12.9436 13.1773 17.2979 -0.1 0.9 13.2
Cl 13.5569 15.1270 19.4096 -6.9 2.5 -1.9
H 14.4213 13.0165 19.2240 -3.1 6.1 1.1
```
Forces are in eV/Å.

Output
HOMO level: -6.721 eV
charge: 0
energy relative to the best compared isomer or geometry (same formula, charge and spin): 486.16 kcal per mole

Atomic partial charges in e from the Löwdin method, atoms 1 to 6: 0.733, -0.751, -0.652, 0.561, -0.211, 0.018



5.
Below is a molecular structure, C22H49NO4OsP2, with properties calculated with ωB97M-V with the def2-TZVPD basis set.

XYZ file:
```
79
Properties=species:S:1:pos:R:3:forces:R:3
Os 0.0894 -0.1477 -0.8390 1.7 2.2 3.8
C 0.6144 0.1588 -2.5700 3.5 1.4 -8.0
O 0.9096 0.2964 -3.7059 -1.6 -0.7 5.0
C -1.6354 -0.5765 -1.4089 -7.0 -2.6 -2.0
O -2.6461 -0.8502 -1.9435 4.0 1.2 2.0
P 1.1205 -2.1260 -0.4468 1.4 -3.1 1.9
C 0.3880 -3.1411 0.9073 -0.4 0.4 0.1
H 0.8967 -4.1172 0.8403 -0.1 0.4 -0.1
C 0.7039 -3.1970 -1.9244 -1.0 0.1 -2.4
H -0.3118 -2.8584 -2.2081 0.4 -0.3 0.0
C 2.9252 -2.2336 -0.1319 0.1 0.5 0.0
H 2.9975 -1.7624 0.8622 0.0 -0.1 -0.1
C 1.2723 3.3884 -0.4832 0.5 -0.3 0.1
P -0.2300 2.2510 -0.2736 1.5 2.9 0.5
H -1.4242 4.2476 0.6988 0.3 -0.5 -0.2
H 1.8086 3.1751 0.4532 0.0 0.2 -0.2
C -1.4124 3.0971 -1.5950 -2.6 0.7 -2.2
H -1.2624 4.1765 -1.4080 0.6 -0.7 0.6
C 1.6408 -2.9657 -3.1079 0.2 0.2 -0.2
H 2.5998 -3.4875 -2.9789 -0.3 0.3 0.0
H 1.8195 -1.9090 -3.3351 0.1 -0.4 0.0
H 1.1597 -3.4076 -3.9929 0.1 0.1 0.2
C 0.6563 -4.6972 -1.6260 0.3 -0.5 1.1
H 0.3595 -5.2076 -2.5483 -0.1 0.3 -0.1
H -0.0585 -4.9848 -0.8535 0.2 -0.1 -0.3
H 1.6461 -5.0787 -1.3553 -0.3 0.0 -0.1
C 3.4269 -3.6758 -0.0330 0.1 -0.3 0.0
H 2.8565 -4.2833 0.6804 0.3 0.1 -0.2
H 4.4645 -3.6582 0.3207 -0.2 0.1 0.0
H 3.4444 -4.1751 -1.0086 0.0 0.2 0.3
C 3.7382 -1.3809 -1.1058 0.3 0.0 -0.1
H 4.7615 -1.2913 -0.7149 -0.3 0.0 -0.2
H 3.3157 -0.3692 -1.1906 0.2 -0.1 -0.1
H 3.7988 -1.8346 -2.1031 0.0 0.2 0.3
C 0.6869 -2.5536 2.2782 0.2 0.0 0.3
H 1.7567 -2.3879 2.4338 -0.1 -0.1 0.1
H 0.3434 -3.2705 3.0400 0.1 0.3 -0.1
H 0.1706 -1.5961 2.4125 0.1 -0.2 0.0
C -1.1148 -3.3519 0.7188 -0.3 -0.1 0.1
H -1.6910 -2.4274 0.8700 0.3 -0.3 0.0
H -1.4474 -4.0965 1.4566 0.0 0.2 -0.2
H -1.3812 -3.7394 -0.2644 -0.1 0.0 0.1
C 0.9705 4.8903 -0.5566 -0.2 0.1 -0.1
H 0.2960 5.2642 0.2193 0.2 0.0 -0.2
H 0.5800 5.1750 -1.5430 0.1 0.0 0.2
H 1.9236 5.4255 -0.4359 -0.2 -0.2 0.0
C 2.1819 2.9927 -1.6313 0.3 0.0 -0.3
H 1.7666 3.2830 -2.6047 0.2 -0.1 0.3
C -2.2407 2.5543 1.7414 -0.4 -0.7 0.1
H 2.4064 1.9190 -1.6431 0.1 0.2 0.0
H 3.1291 3.5405 -1.5171 -0.2 -0.3 -0.1
C -0.0649 3.5845 2.2674 0.2 0.4 -0.1
H -1.9166 1.6297 2.2337 0.1 0.6 0.0
H -2.7503 3.1940 2.4742 0.2 0.0 -0.1
H -2.9929 2.2628 1.0140 -0.1 0.0 0.0
C -1.0748 3.3057 1.1493 -0.5 0.0 1.6
H -0.5721 4.0755 3.1062 0.0 -0.1 -0.2
H 0.7331 4.2502 1.9540 0.0 0.0 0.1
H 0.4155 2.6735 2.6465 -0.1 -0.1 0.1
C -2.8962 2.7966 -1.4017 -0.2 -0.1 0.6
H -3.1092 1.7214 -1.3063 0.0 0.3 -0.1
H -3.4407 3.1663 -2.2824 0.3 -0.1 0.1
H -3.3272 3.3286 -0.5496 0.1 -0.1 -0.2
C -1.0635 2.8280 -3.0537 0.9 -0.8 0.1
H -0.0082 2.9832 -3.2913 -0.2 0.0 0.0
H -1.6377 3.5411 -3.6670 0.1 -0.1 0.3
H -1.3526 1.8130 -3.3696 0.0 0.4 0.0
H 0.3856 1.7734 1.0376 -0.9 -0.7 -0.9
H 1.3590 -0.2643 0.5732 -1.3 -0.2 -1.3
N -2.4505 -0.8789 4.5369 -0.4 -0.1 -0.1
C -3.6344 -0.6806 3.6331 -0.2 -0.2 0.6
C -2.9817 -0.7205 2.2430 3.7 1.1 1.6
O -3.6773 -1.0091 1.2605 -0.4 0.0 -0.8
O -1.7159 -0.4460 2.2698 -3.2 -1.0 -1.5
H -2.4380 -1.8418 4.9040 0.2 0.3 0.0
H -2.4623 -0.2300 5.3298 0.1 -0.1 0.0
H -1.6435 -0.6889 3.8454 -0.3 -0.1 1.0
H -4.3704 -1.4698 3.7740 -0.1 0.1 0.0
H -4.0825 0.3066 3.8234 0.0 -0.3 -0.3
```
Forces are in eV/Å.

Output
HOMO level (alpha / beta): -20.388 / -21.592 eV
⟨S²⟩: 6.03
spin multiplicity: 5
charge: +4
energy relative to the best compared isomer or geometry (same formula, charge and spin): 0.00 kcal per mole

Atomic partial charges in e from the Löwdin method, atoms 1 to 6: 0.985, -0.346, 0.198, -0.315, 0.192, 0.901



6.
Below is a single C6H10FN molecule, with properties calculated with ωB97M-V with the def2-TZVPD basis set.

XYZ file:
```
18
Properties=species:S:1:pos:R:3:forces:R:3
C 0.9740 1.7294 -0.1271 1.1 2.8 1.5
C 0.7842 0.1773 0.2224 -1.9 3.4 -0.3
C 1.6519 -0.8104 0.0882 0.2 3.1 -0.2
C -0.7106 -0.0075 0.6471 1.0 -0.3 -4.9
C -1.3966 -1.2387 -0.0412 -0.3 -0.3 1.8
C -2.5955 -0.3164 -0.3881 1.9 0.4 5.4
H 0.5482 2.1281 -1.2158 1.7 -1.6 2.7
H 2.1650 2.0612 0.2137 -3.5 -0.8 -1.7
H 0.2864 2.5758 0.6028 1.9 -3.1 -1.7
H 1.3784 -1.7847 0.1910 -0.4 -2.7 0.4
H -0.8424 0.1756 1.6507 -0.2 -0.4 2.6
H -1.5169 -2.0618 0.7448 -0.3 0.7 -1.7
H -0.9960 -1.5431 -0.9813 1.2 -0.5 -0.2
H -3.0888 -0.5254 0.5972 -1.2 0.8 -1.0
H -3.2281 -0.4577 -1.2140 -0.4 0.3 -1.3
H -1.9272 1.7480 0.1484 -0.9 1.8 1.0
N -1.6482 0.8651 -0.1238 0.3 -3.6 -2.4
F 2.9460 -0.6193 -0.2532 -0.2 0.0 -0.1
```
Forces are in eV/Å.

Output
HOMO level: -8.719 eV
SMILES: C/C(=C\F)[C@@H]1CCN1
charge: 0
energy relative to the best compared isomer or geometry (same formula, charge and spin): 90.55 kcal per mole

Atomic partial charges in e from the Löwdin method, atoms 1 to 6: -0.102, -0.211, -0.123, -0.279, -0.137, -0.141